H12NO4 | ωB97M-V/def2-TZVPD

Output
Gap between HOMO and LUMO   0.4550 Eh
Molecular weight   90.10 Da
Highest occupied orbital energy   -15.32 eV
Relative energy (zero: lowest compared OMol25 entry of this formula, charge and spin)   15.1 kcal per mole
Total charge   +1

```
17
Properties=species:S:1:pos:R:3:mulliken_charge:R:1
O 0.27908 -2.33189 1.11594 -0.633
O -2.16240 1.75916 2.12173 -0.675
O 0.46620 -1.27124 -2.33623 -0.641
O 1.98589 1.44816 -0.58113 -0.680
N -0.56720 0.43696 -0.24859 -0.305
H -1.41908 0.90187 0.04778 0.405
H -1.80853 2.55568 2.54459 0.338
H 0.28958 1.01311 -0.40323 0.341
H -3.06690 1.93183 1.84152 0.340
H -0.72351 -0.20582 -1.02885 0.343
H 1.18273 -1.59998 -2.89628 0.303
H 2.13873 1.72758 -1.49025 0.325
H -0.41575 -2.63793 1.71448 0.327
H -0.17821 -1.98248 -2.47715 0.307
H -0.26236 -0.17605 0.50644 0.284
H 2.78809 1.17464 -0.12292 0.314
H 0.77119 -3.15228 0.98560 0.309
```

---

C29H46BrHgN3P2 | ωB97M-V/def2-TZVPD

Output
Gap between HOMO and LUMO   0.2284 Eh
Molecular weight   779.15 Da
Highest occupied orbital energy   -13.56 eV
Relative energy (zero: lowest compared OMol25 entry of this formula, charge and spin)   0.0 kcal per mole
Total charge   +2

```
82
Properties=species:S:1:pos:R:3:mulliken_charge:R:1
Hg -0.54398 -2.14334 -0.41493 1.097
Br -5.31550 -1.10055 4.07019 -0.066
P 1.34921 -1.59136 -2.13887 0.511
P -2.14795 -0.75674 -1.26638 0.467
N 1.55094 1.99963 2.74814 0.133
N 1.68833 0.73533 0.94064 -0.087
N 2.38505 -6.58900 3.32571 -0.506
C -2.53858 1.90407 -2.23326 -1.513
C -3.94037 -2.01834 3.28079 -0.140
C 1.54148 0.71850 2.25626 -0.366
C 1.88499 -6.78465 2.10109 -0.530
C 1.26572 -2.35692 -3.78626 -0.690
C -3.26278 -0.27124 0.09947 1.155
C 1.76541 0.15208 -2.48252 0.906
C -1.54530 0.75125 -2.07397 -0.070
C 1.80724 2.05477 0.55457 -0.531
C 1.72132 2.85029 1.66796 -0.672
C 2.56045 -5.35949 3.80102 -0.468
C -1.84180 -3.27899 1.95630 0.922
C -4.73947 -0.09781 -0.25461 -1.381
C -3.87483 -1.16633 -3.53397 -1.350
C 2.91589 -2.31167 -1.51354 -0.494
C 1.39147 -5.73859 1.31563 -0.294
C 0.58740 -3.37988 1.34464 -0.805
C 0.70197 -3.77326 -3.77175 -1.221
C -2.61733 -1.62305 3.52750 -0.739
C 3.04323 0.32005 -3.29107 -1.423
C -0.78382 -3.70234 1.01205 -0.727
C 1.50284 2.39979 4.14196 -0.858
C 1.44525 -4.42904 1.85071 0.060
C 3.56827 -1.47249 -0.42299 -0.809
C 2.14069 -4.23956 3.07782 -0.512
C -1.56483 -2.26783 2.89034 0.172
C -3.15794 -3.73375 1.78123 -0.544
C -2.99303 -1.84229 -2.48061 -0.377
C -4.20442 -3.15055 2.49217 -0.629
H 3.12686 1.35383 -3.63900 0.442
H 2.84812 -0.79582 0.06185 -0.093
H 4.38519 -0.85339 -0.82700 0.327
H -3.37853 1.65087 -2.89606 0.290
H -3.58827 -2.54736 -1.87490 0.356
H 1.84196 0.63461 -1.49775 -1.168
H 3.06096 -0.32650 -4.17477 0.353
H -3.29854 -0.49758 -4.18776 0.310
H -5.21756 -3.53848 2.41194 0.462
H -2.93542 2.23829 -1.26666 0.306
H -0.65827 1.09784 -1.51437 0.073
H -5.29668 0.07777 0.67598 0.430
H -0.22659 -3.86419 -3.19263 0.189
H 3.58557 -2.45030 -2.37813 0.539
H -2.01724 2.75064 -2.70106 0.442
H 1.43525 -4.46995 -3.34519 0.353
H 1.77203 3.91769 1.75356 0.454
H -3.35138 -4.53037 1.05614 0.463
H -3.16826 -1.02460 0.89872 -1.169
H -2.85014 0.66389 0.51527 0.553
H 1.83842 -7.81294 1.73197 0.393
H 2.51146 2.55270 4.55096 0.321
H 0.89392 -2.34581 1.56680 0.704
H 1.95077 2.34948 -0.47312 0.505
H -4.30704 -1.95986 -4.15937 0.440
H 0.91329 0.61120 -3.00564 0.530
H -2.21271 -2.44970 -2.98010 0.201
H 3.93176 0.09006 -2.69336 0.272
H 1.01194 1.62441 4.73859 0.307
H 3.97313 -2.11542 0.37127 0.360
H 2.27076 -3.24322 3.49383 0.404
H 0.68129 -1.68940 -4.43465 0.439
H -0.54917 -1.91590 3.06248 0.289
H -5.16350 -0.99372 -0.73015 0.312
H -4.71006 -0.60498 -3.09236 0.296
H 2.30327 -2.35537 -4.15265 0.529
H 0.91434 -5.93910 0.34981 0.419
H -2.42264 -0.78529 4.18638 0.489
H -1.19850 0.44026 -3.07055 0.435
H 0.94896 3.33974 4.24590 0.330
H -1.00472 -4.62181 0.46047 0.738
H 3.03489 -5.25262 4.78406 0.385
H 0.48270 -4.09713 -4.79872 0.384
H 1.42147 -0.13470 2.91228 0.296
H -4.91484 0.76929 -0.90690 0.309
H 2.66761 -3.31287 -1.13467 0.381
```

---

C24H30ClKO9P | ωB97M-V/def2-TZVPD

Output
Gap between HOMO and LUMO   0.2179 Eh
Molecular weight   568.02 Da
Highest occupied orbital energy   -10.59 eV
Total charge   +1

```
66
Properties=species:S:1:pos:R:3:mulliken_charge:R:1
K 3.10200 1.32927 -2.51164 0.899
Cl -3.88488 -2.43902 2.72732 -0.224
P -3.70477 -0.39882 3.29075 0.461
O 2.50482 4.61129 -1.67246 -0.292
O 5.46394 2.96674 -2.76727 -0.438
O 0.70788 -0.81152 -0.29119 -0.309
O -0.54371 -1.18519 2.75389 -0.521
O 0.43513 3.25298 -1.83439 -0.192
O -2.97221 -0.25855 4.90155 -0.488
O -1.58667 3.77957 0.37398 -0.512
O -4.88558 3.56523 -0.24667 -0.482
O -4.05731 2.44504 1.72044 -0.301
C -7.96612 -1.18778 -1.20852 -0.315
C -6.31415 1.18884 -1.59756 -0.409
C 3.31878 -3.47666 2.00668 0.402
C 4.69105 -4.29688 2.36950 -1.210
C 3.78261 4.83657 -2.42534 -0.206
C 2.99983 -3.55135 0.40071 -1.026
C -1.01705 -0.31605 1.82772 0.590
C 1.69543 3.65960 -2.47596 -0.588
C -5.89471 1.23724 0.02046 0.366
C -2.44502 0.47263 2.10290 0.007
C -0.47718 1.42736 -0.20148 0.045
C -2.75131 1.79057 1.47420 0.223
C -4.90262 2.44750 0.51357 0.344
C -7.32323 -0.00469 -2.19138 -0.405
C -7.55237 -1.13475 0.38111 -0.409
C 2.11861 -2.41446 -1.81257 -1.008
C 2.01732 -4.20587 2.76228 -1.078
C 2.87901 -2.10261 -0.35573 0.236
C -6.54831 0.06539 0.96554 -0.160
C 0.37214 1.80216 -1.59282 0.592
C -1.55073 2.44800 0.51337 0.177
C -0.23057 0.06725 0.42358 -0.081
C 5.04928 4.00537 -1.79760 -0.358
C 1.98094 -0.97779 0.42692 -0.200
H 2.37681 2.77857 -2.83587 0.472
H -2.45637 0.60548 4.88583 0.324
H 5.98274 4.69695 -1.60240 0.270
H 3.41480 -2.37607 2.42609 0.264
H 4.70522 -4.47770 3.53833 0.329
H 2.60111 0.04059 0.39990 0.053
H 4.78198 -5.31763 1.77526 0.309
H 4.80938 3.44835 -0.78274 0.210
H 3.67227 4.47226 -3.55490 0.291
H -7.66373 -0.05245 -3.32013 0.283
H 2.02788 -4.06904 3.92446 0.344
H 3.90416 -4.12973 -0.11849 0.347
H 3.95409 -1.69003 -0.65554 0.267
H 1.99443 -1.45737 -2.47544 0.105
H 1.06289 -3.65727 2.30633 0.208
H 2.02102 -4.16178 0.16189 0.307
H -6.31169 0.06451 2.12891 0.383
H 5.61573 -3.61083 2.09614 0.298
H 1.48545 1.43821 -1.36280 -0.557
H -0.03288 1.19434 -2.52207 0.330
H 1.95983 -5.32380 2.40113 0.307
H -7.96211 -1.95334 1.14525 0.285
H -5.93948 1.99195 -2.38322 0.310
H 2.81226 -3.18528 -2.40386 0.368
H 4.08043 5.98003 -2.47277 0.344
H 1.39161 4.26048 -3.46051 0.315
H 1.77604 -1.19677 1.55779 0.302
H 1.09164 -3.00240 -1.65768 0.293
H -8.69800 -2.02378 -1.58060 0.309
H 5.03225 2.07698 -2.53226 0.199
```

---

C5H16NSi | ωB97M-V/def2-TZVPD

Output
Gap between HOMO and LUMO (alpha / beta)   0.3354 / 0.2971 Eh
Molecular weight   118.28 Da
Highest occupied orbital energy (alpha / beta)   -14.09 / -12.56 eV
Relative energy (zero: lowest compared OMol25 entry of this formula, charge and spin)   93.4 kcal per mole
Total charge   +1

```
23
Properties=species:S:1:pos:R:3:mulliken_charge:R:1
Si 0.12314 1.17759 0.38753 0.117
N -0.27721 -0.63131 -0.49136 0.388
C 1.91807 1.60706 -0.05434 -1.069
C -0.44899 0.92901 2.17457 -1.101
C -1.72514 -0.93946 -0.37342 -0.799
C 0.09366 -0.46489 -1.87133 -0.984
C 0.57378 -1.61021 0.16783 -1.139
H -1.34025 0.27165 2.28761 0.350
H -2.22329 -0.89526 -1.33105 0.304
H 2.68224 0.66677 -0.22434 0.325
H -0.92774 1.74163 2.58184 0.496
H 1.19983 -0.00737 -1.89210 0.326
H 2.32462 2.21098 0.68566 0.385
H 1.99919 2.10318 -1.04303 0.356
H 1.53996 -1.20149 0.03619 0.462
H 0.11309 -1.40658 -2.38627 0.436
H 0.25312 0.46102 2.86614 0.389
H 0.49412 -2.60230 -0.24085 0.415
H -1.95687 -1.85692 0.25569 0.291
H -2.33146 2.00925 -0.46943 0.058
H 0.44594 -1.66266 1.20637 0.403
H -0.43760 0.29518 -2.55209 0.330
H -2.09219 -0.19486 0.28020 0.261
```

---

C2H3N3O5S2 | ωB97M-V/def2-TZVPD

Output
Gap between HOMO and LUMO (alpha / beta)   0.3302 / 0.3301 Eh
Molecular weight   213.20 Da
Highest occupied orbital energy (alpha / beta)   -9.90 / -9.90 eV
Relative energy (zero: lowest compared OMol25 entry of this formula, charge and spin)   6.2 kcal per mole

```
15
Properties=species:S:1:pos:R:3:mulliken_charge:R:1
S -1.54620 -0.23554 -1.88935 0.863
S -0.99324 -0.98126 0.98440 1.216
O -1.50312 0.27154 1.32125 -0.601
O -1.22990 -2.05855 1.83622 -0.583
O -2.74957 0.34433 -2.38522 -0.496
O 1.23837 0.09150 0.55506 0.013
O -0.53706 0.76575 -1.49385 -0.491
N 0.61014 -1.03248 0.59003 -0.437
N -1.63761 -1.37542 -0.54196 -0.177
N -0.99036 -1.71931 -2.58078 -0.505
C 0.88668 1.30575 0.61318 -0.159
C -1.08971 -2.24841 -1.41362 0.269
H -0.10320 1.55552 0.72389 0.436
H 1.71620 2.11292 0.58485 0.255
H -0.92217 -3.27164 -1.06238 0.395
```

---

Repeat the fourth record exactly.
C5H16NSi | ωB97M-V/def2-TZVPD

Output
Gap between HOMO and LUMO (alpha / beta)   0.3354 / 0.2971 Eh
Molecular weight   118.28 Da
Highest occupied orbital energy (alpha / beta)   -14.09 / -12.56 eV
Relative energy (zero: lowest compared OMol25 entry of this formula, charge and spin)   93.4 kcal per mole
Total charge   +1

```
23
Properties=species:S:1:pos:R:3:mulliken_charge:R:1
Si 0.12314 1.17759 0.38753 0.117
N -0.27721 -0.63131 -0.49136 0.388
C 1.91807 1.60706 -0.05434 -1.069
C -0.44899 0.92901 2.17457 -1.101
C -1.72514 -0.93946 -0.37342 -0.799
C 0.09366 -0.46489 -1.87133 -0.984
C 0.57378 -1.61021 0.16783 -1.139
H -1.34025 0.27165 2.28761 0.350
H -2.22329 -0.89526 -1.33105 0.304
H 2.68224 0.66677 -0.22434 0.325
H -0.92774 1.74163 2.58184 0.496
H 1.19983 -0.00737 -1.89210 0.326
H 2.32462 2.21098 0.68566 0.385
H 1.99919 2.10318 -1.04303 0.356
H 1.53996 -1.20149 0.03619 0.462
H 0.11309 -1.40658 -2.38627 0.436
H 0.25312 0.46102 2.86614 0.389
H 0.49412 -2.60230 -0.24085 0.415
H -1.95687 -1.85692 0.25569 0.291
H -2.33146 2.00925 -0.46943 0.058
H 0.44594 -1.66266 1.20637 0.403
H -0.43760 0.29518 -2.55209 0.330
H -2.09219 -0.19486 0.28020 0.261
```

---

- Among the records above, which one has the lowest molecular weight?
  H12NO4

---

- The highest molecular weight belongs to which entry?
  C29H46BrHgN3P2

---

Please write out number 4 again, unchanged.
C5H16NSi | ωB97M-V/def2-TZVPD

Output
Gap between HOMO and LUMO (alpha / beta)   0.3354 / 0.2971 Eh
Molecular weight   118.28 Da
Highest occupied orbital energy (alpha / beta)   -14.09 / -12.56 eV
Relative energy (zero: lowest compared OMol25 entry of this formula, charge and spin)   93.4 kcal per mole
Total charge   +1

```
23
Properties=species:S:1:pos:R:3:mulliken_charge:R:1
Si 0.12314 1.17759 0.38753 0.117
N -0.27721 -0.63131 -0.49136 0.388
C 1.91807 1.60706 -0.05434 -1.069
C -0.44899 0.92901 2.17457 -1.101
C -1.72514 -0.93946 -0.37342 -0.799
C 0.09366 -0.46489 -1.87133 -0.984
C 0.57378 -1.61021 0.16783 -1.139
H -1.34025 0.27165 2.28761 0.350
H -2.22329 -0.89526 -1.33105 0.304
H 2.68224 0.66677 -0.22434 0.325
H -0.92774 1.74163 2.58184 0.496
H 1.19983 -0.00737 -1.89210 0.326
H 2.32462 2.21098 0.68566 0.385
H 1.99919 2.10318 -1.04303 0.356
H 1.53996 -1.20149 0.03619 0.462
H 0.11309 -1.40658 -2.38627 0.436
H 0.25312 0.46102 2.86614 0.389
H 0.49412 -2.60230 -0.24085 0.415
H -1.95687 -1.85692 0.25569 0.291
H -2.33146 2.00925 -0.46943 0.058
H 0.44594 -1.66266 1.20637 0.403
H -0.43760 0.29518 -2.55209 0.330
H -2.09219 -0.19486 0.28020 0.261
```